1.
20
Properties=species:S:1:pos:R:3:lowdin_charge:R:1 method="wB97M-V/def2-TZVPD" spin_multiplicity=2 charge=+1 orbital_gap_ha="0.357 / 0.160" total_energy_ha=-688.03151 fmax_ha_per_bohr=0.048
C -1.013 0.643 0.367 -0.19
C -0.772 -0.848 0.676 -0.23
C 0.455 -1.074 1.555 -0.45
S 0.465 -0.327 3.189 1.21
C 0.048 1.339 -0.534 -0.27
N -0.007 1.045 -1.977 0.00
H -1.128 1.266 1.256 0.09
H -1.931 0.710 -0.246 0.13
H -0.680 -1.386 -0.277 0.11
H -1.681 -1.315 1.048 0.13
H 1.358 -0.620 1.116 0.10
H 0.539 -2.168 1.679 0.11
H 0.381 0.853 2.721 -0.10
H 1.029 0.956 -0.148 0.10
H 0.147 2.421 -0.438 0.11
H 0.384 1.821 -2.498 0.09
H -0.989 1.091 -2.249 0.09
H 1.740 -1.790 -2.149 0.05
H 0.639 -0.864 -1.571 -0.02
O 1.017 -1.753 -1.522 -0.06

***

2.
183
Properties=species:S:1:pos:R:3:lowdin_charge:R:1 method="wB97M-V/def2-TZVPD" charge=0 orbital_gap_ha=0.359 total_energy_ha=-4075.12784 fmax_ha_per_bohr=0.047
C 7.456 -1.626 -3.378 -0.05
C 6.449 -1.267 -4.463 -0.21
O 5.157 -1.588 -3.927 0.01
C 4.125 -1.438 -4.788 -0.61
O 4.182 -0.818 -5.817 0.13
O 3.115 -2.058 -4.232 0.02
C 1.785 -1.939 -4.692 -0.02
H 7.293 -2.665 -3.105 0.09
H 7.440 -0.909 -2.559 0.05
H 8.454 -1.492 -3.802 0.08
H 6.645 -1.907 -5.325 0.13
H 6.480 -0.220 -4.765 0.12
H 1.045 -2.270 -3.968 0.09
H 1.639 -2.471 -5.630 0.10
H 1.562 -0.880 -4.843 0.07
C -3.330 -6.406 -6.140 -0.07
C -3.794 -4.974 -5.947 -0.21
O -3.034 -4.211 -5.016 0.03
C -3.137 -4.561 -3.728 -0.63
O -3.968 -5.307 -3.278 0.13
O -2.311 -3.820 -3.026 0.00
C -2.107 -4.155 -1.652 -0.01
H -3.955 -7.049 -6.756 0.08
H -3.274 -6.878 -5.155 0.07
H -2.310 -6.509 -6.521 0.08
H -4.804 -5.006 -5.531 0.12
H -3.783 -4.435 -6.892 0.12
H -1.394 -3.464 -1.211 0.07
H -1.732 -5.169 -1.546 0.10
H -3.058 -3.994 -1.142 0.07
C -3.625 -5.715 5.953 -0.06
C -4.184 -4.400 5.467 -0.24
O -3.229 -3.531 4.897 0.05
C -3.071 -3.525 3.583 -0.60
O -3.848 -3.922 2.759 0.14
O -1.972 -2.810 3.303 0.00
C -1.427 -2.954 2.008 -0.05
H -3.169 -6.311 5.161 0.08
H -4.304 -6.318 6.550 0.08
H -2.793 -5.446 6.613 0.08
H -4.557 -3.848 6.335 0.12
H -5.123 -4.532 4.923 0.13
H -2.182 -2.664 1.277 0.09
H -1.057 -3.970 1.850 0.09
H -0.533 -2.355 1.840 0.07
C 1.055 0.299 5.724 -0.05
C -0.397 0.681 5.689 -0.22
O -0.683 1.929 5.077 0.06
C -0.622 1.976 3.753 -0.59
O -0.231 1.179 2.951 0.12
O -1.306 3.099 3.435 0.01
C -1.481 3.439 2.076 -0.05
H 1.698 0.992 6.276 0.07
H 1.500 0.156 4.742 0.06
H 1.149 -0.578 6.374 0.09
H -0.763 0.734 6.717 0.13
H -1.008 -0.139 5.301 0.10
H -2.431 3.965 1.975 0.11
H -1.455 2.683 1.289 0.09
H -0.700 4.170 1.854 0.05
C 5.172 3.896 6.956 -0.06
C 4.368 2.694 6.495 -0.22
O 3.254 3.157 5.738 0.03
C 3.388 3.367 4.441 -0.59
O 4.366 3.229 3.762 0.13
O 2.194 3.755 3.972 0.01
C 1.984 3.950 2.592 -0.04
H 5.694 4.361 6.123 0.08
H 5.821 3.748 7.820 0.08
H 4.464 4.615 7.378 0.08
H 3.918 2.151 7.328 0.12
H 4.959 1.921 6.001 0.13
H 2.886 4.249 2.051 0.09
H 1.362 4.834 2.486 0.09
H 1.561 3.027 2.199 0.09
C 1.811 -2.788 3.268 -0.04
C 2.433 -3.056 1.913 -0.18
O 2.249 -4.435 1.567 0.05
C 1.200 -4.805 0.841 -0.60
O 0.499 -4.087 0.186 0.11
O 1.031 -6.101 1.064 0.02
C -0.123 -6.722 0.558 -0.05
H 0.729 -2.894 3.313 0.06
H 2.069 -1.780 3.608 0.07
H 2.319 -3.356 4.050 0.09
H 3.518 -2.968 1.958 0.13
H 2.144 -2.328 1.153 0.11
H -1.022 -6.212 0.912 0.09
H -0.223 -7.749 0.907 0.10
H -0.132 -6.789 -0.532 0.09
C -4.389 0.258 7.245 -0.07
C -4.096 1.537 6.475 -0.20
O -4.325 1.478 5.072 0.06
C -3.560 0.699 4.330 -0.58
O -2.784 -0.152 4.704 0.10
O -3.804 0.955 3.055 0.03
C -3.075 0.214 2.069 -0.02
H -5.425 -0.050 7.110 0.08
H -4.151 0.448 8.295 0.08
H -3.725 -0.577 7.022 0.07
H -3.065 1.817 6.697 0.12
H -4.755 2.311 6.858 0.12
H -1.992 0.270 2.186 0.07
H -3.256 0.751 1.140 0.10
H -3.446 -0.801 1.984 0.09
C 1.582 3.071 -6.009 -0.15
C 1.966 1.619 -5.791 -0.16
C 3.106 1.711 -4.741 -0.18
O 2.916 2.976 -4.094 -0.13
C 1.766 3.635 -4.619 -0.21
H 0.535 3.095 -6.318 0.10
H 2.205 3.555 -6.758 0.12
H 2.411 1.168 -6.678 0.11
H 1.121 1.021 -5.454 0.07
H 4.069 1.555 -5.227 0.11
H 3.055 0.909 -3.995 0.08
H 1.870 4.722 -4.718 0.12
H 0.942 3.515 -3.908 0.09
C 0.537 5.743 -1.745 -0.14
C -0.486 5.397 -0.639 -0.16
C -0.685 6.656 0.191 -0.20
O 0.437 7.454 -0.117 -0.13
C 0.814 7.231 -1.466 -0.19
H 0.091 5.537 -2.714 0.10
H 1.472 5.196 -1.624 0.11
H -0.198 4.501 -0.089 0.08
H -1.393 5.156 -1.198 0.08
H -0.910 6.470 1.242 0.11
H -1.621 7.130 -0.141 0.12
H 1.834 7.510 -1.714 0.12
H 0.136 7.873 -2.044 0.12
C 0.584 -1.033 -1.067 -0.15
C 1.569 0.106 -1.370 -0.10
C 0.657 1.363 -1.139 -0.16
O -0.562 0.870 -0.584 -0.16
C -0.392 -0.452 -0.068 -0.20
H 1.071 -1.891 -0.605 0.08
H 0.016 -1.338 -1.949 0.10
H 2.005 0.117 -2.368 0.09
H 2.373 0.119 -0.636 0.09
H 0.425 1.918 -2.047 0.10
H 1.205 2.006 -0.444 0.10
H -1.347 -0.968 0.011 0.10
H 0.053 -0.392 0.933 0.11
C 4.248 2.430 -0.335 -0.17
C 5.548 2.176 -1.096 -0.15
C 5.658 0.657 -0.999 -0.19
O 5.029 0.304 0.251 -0.14
C 4.426 1.461 0.822 -0.22
H 3.380 2.198 -0.957 0.09
H 4.079 3.461 -0.018 0.11
H 6.391 2.570 -0.525 0.12
H 5.479 2.551 -2.115 0.11
H 6.670 0.271 -0.871 0.11
H 5.206 0.217 -1.894 0.10
H 5.046 1.890 1.613 0.11
H 3.462 1.191 1.265 0.11
C -4.717 -1.538 -2.787 -0.15
C -5.679 -2.396 -1.968 -0.14
C -5.025 -2.407 -0.572 -0.19
O -4.168 -1.282 -0.534 -0.15
C -3.611 -1.064 -1.833 -0.17
H -5.279 -0.701 -3.205 0.11
H -4.370 -2.092 -3.663 0.10
H -5.839 -3.432 -2.272 0.10
H -6.682 -1.967 -1.962 0.11
H -4.424 -3.311 -0.416 0.09
H -5.749 -2.367 0.241 0.13
H -2.658 -1.585 -1.932 0.10
H -3.563 0.015 -1.962 0.10
C -2.981 1.478 -4.501 -0.16
C -3.419 2.602 -3.574 -0.16
C -2.114 2.959 -2.920 -0.20
O -1.191 2.928 -4.004 -0.17
C -1.587 1.913 -4.957 -0.16
H -3.662 1.413 -5.351 0.12
H -2.950 0.517 -3.990 0.09
H -4.259 2.322 -2.939 0.11
H -3.736 3.442 -4.198 0.12
H -1.780 2.176 -2.220 0.11
H -2.094 3.844 -2.282 0.10
H -0.905 1.059 -4.985 0.10
H -1.535 2.424 -5.919 0.11

***

3.
13
Properties=species:S:1:pos:R:3:lowdin_charge:R:1 method="wB97M-V/def2-TZVPD" charge=-1 orbital_gap_ha=0.253 total_energy_ha=-667.18730 fmax_ha_per_bohr=0.061
O 2.672 -0.655 1.025 -0.01
C 1.499 -0.618 0.719 -0.28
C 0.437 0.390 1.203 -0.27
C -0.158 1.135 0.022 -0.72
S -1.962 0.810 -0.265 0.20
H 1.275 -1.167 -0.226 0.12
H 0.927 0.900 2.047 0.11
H -0.224 -0.318 1.674 0.08
H 0.334 0.948 -0.931 0.03
H -0.023 2.208 0.235 0.04
H -2.254 -1.038 -2.209 -0.02
H -1.000 -0.986 -1.369 -0.08
O -1.526 -1.609 -1.923 -0.20

***

Copy entry 1 word for word.
20
Properties=species:S:1:pos:R:3:lowdin_charge:R:1 method="wB97M-V/def2-TZVPD" spin_multiplicity=2 charge=+1 orbital_gap_ha="0.357 / 0.160" total_energy_ha=-688.03151 fmax_ha_per_bohr=0.048
C -1.013 0.643 0.367 -0.19
C -0.772 -0.848 0.676 -0.23
C 0.455 -1.074 1.555 -0.45
S 0.465 -0.327 3.189 1.21
C 0.048 1.339 -0.534 -0.27
N -0.007 1.045 -1.977 0.00
H -1.128 1.266 1.256 0.09
H -1.931 0.710 -0.246 0.13
H -0.680 -1.386 -0.277 0.11
H -1.681 -1.315 1.048 0.13
H 1.358 -0.620 1.116 0.10
H 0.539 -2.168 1.679 0.11
H 0.381 0.853 2.721 -0.10
H 1.029 0.956 -0.148 0.10
H 0.147 2.421 -0.438 0.11
H 0.384 1.821 -2.498 0.09
H -0.989 1.091 -2.249 0.09
H 1.740 -1.790 -2.149 0.05
H 0.639 -0.864 -1.571 -0.02
O 1.017 -1.753 -1.522 -0.06